1.
# CH5N3O3

A cluster of 2 separate species, CH5N3O3 in total (wB97M-V/def2-TZVPD, the OMol25 dataset).

Geometry as XYZ:
```
12
Properties=species:S:1:pos:R:3:forces:R:3
C 0.30771 0.10184 0.96077 0.6 -1.7 3.1
N -0.57358 0.25051 -1.21530 0.4 1.8 -2.0
N -0.81280 0.15376 0.07065 -0.1 1.8 1.7
N -1.84318 -2.24672 0.83345 -1.2 1.2 1.6
O -1.10429 -1.96685 -0.08661 -0.2 -2.4 -0.1
O -2.25111 -3.27804 1.31836 1.1 0.3 -1.5
O -1.89401 0.57803 0.48853 -0.2 -0.4 0.2
H -0.03802 0.47840 1.99309 0.5 -0.7 -1.8
H 0.53945 -0.98821 1.01610 -0.2 0.5 0.6
H 1.30902 0.47326 0.74199 -0.6 1.0 -0.9
H -0.03447 -0.45459 -1.61385 1.5 -1.7 -0.2
H -1.43423 0.26059 -1.68795 -1.5 0.3 -0.7
```
Positions in Å, forces in eV/Å.

Summary:
**Frontier orbital gap (spin up / spin down)**: 9.2 / 6.1 eV
**LUMO (spin up / spin down)**: 0.09 / -1.28 eV
**2S+1**: 1
**Total energy**: -11723.283 eV
**Energy above the lowest of the compared OMol25 structures with the same formula, charge and spin**: 125.7 kcal per mole

2.
# C3H5BrO

The molecule C3H5BrO (wB97M-V/def2-TZVPD, the OMol25 dataset).

Geometry as XYZ:
```
10
Properties=species:S:1:pos:R:3:forces:R:3
C -1.21918 0.38462 0.32615 2.6 4.5 2.6
C 0.24658 0.34943 -0.07129 1.8 -0.8 0.8
Br 0.83191 1.89335 -1.13497 -0.1 -0.4 0.5
C 1.06601 -0.85775 -0.27525 -2.7 -3.9 0.5
O 1.25864 -0.15162 0.87868 -0.2 2.5 0.2
H -1.53755 1.38972 -0.02275 -0.5 -1.0 0.3
H -1.41272 0.30346 1.43045 0.5 0.1 -1.0
H -1.61132 -0.37778 -0.14910 -2.7 -3.5 -2.4
H 0.56905 -1.88995 0.04530 0.6 1.9 -1.2
H 1.80856 -1.04348 -1.02723 0.6 0.7 -0.2
```
Positions in Å, forces in eV/Å.

Summary:
**Frontier orbital gap**: 11.0 eV
**LUMO**: 0.84 eV
**2S+1**: 1
**SMILES string**: C[C@]1(Br)CO1
**Total energy**: -75279.920 eV
**Energy above the lowest of the compared OMol25 structures with the same formula, charge and spin**: 31.4 kcal per mole

Number 1: maximum force 3.570 eV Å⁻¹. Number 2: maximum force 5.818 eV Å⁻¹.